Below is a cluster of 2 separate species, C33H35N4O in total in a non-equilibrium geometry, with properties calculated with the ωB97M-V functional and the def2-TZVPD basis.

Each line ends with the Löwdin charge.
Geometry (Å):
C: -0.9677 -3.9623 -1.3551  -0.01
C: -2.2956 -3.3206 -1.3681  -0.37
N: -2.6223 -2.0397 -1.4086  0.08
C: -3.9987 -1.9645 -1.4161  -0.07
C: -4.5305 -3.2373 -1.3922  -0.30
C: -5.9130 -3.7446 -1.4096  -0.04
N: -3.4356 -4.0765 -1.3581  0.14
H: -0.2006 -3.1858 -1.2948  0.04
H: -0.8761 -4.6315 -0.4884  0.09
H: -0.8163 -4.5491 -2.2729  0.10
H: -4.5432 -1.0322 -1.4477  0.11
H: -6.5954 -2.8853 -1.4146  0.09
H: -6.1213 -4.3527 -2.3044  0.09
H: -6.1395 -4.3576 -0.5234  0.09
H: -3.4567 -5.0938 -1.3396  0.18
C: 3.5527 1.3084 3.0198  0.00
N: 3.0481 0.4246 1.9993  -0.04
C: 3.6366 -0.7816 1.7074  -0.39
O: 4.6744 -1.2110 2.2020  0.08
C: 2.7519 -1.4822 0.6792  -0.15
C: 2.2056 -2.8157 1.1871  -0.07
C: 1.4481 -2.6194 2.4765  -0.23
C: 2.1444 -2.6343 3.6890  -0.03
C: 1.4774 -2.3926 4.8880  -0.06
C: 0.1018 -2.1382 4.8838  -0.08
C: -0.6011 -2.1494 3.6753  -0.08
C: 0.0642 -2.4204 2.4765  -0.05
N: 1.7039 -0.4902 0.4467  0.03
C: 0.6719 -0.6808 -0.3916  -0.01
C: -0.4596 0.1242 -0.3672  -0.05
C: -1.4063 0.1017 -1.3875  0.00
C: -2.4233 1.1028 -1.5599  -0.22
C: -2.9828 1.3097 -2.8481  -0.02
C: -3.7732 2.4235 -3.1062  -0.06
C: -4.0865 3.3139 -2.0655  -0.05
C: -3.6424 3.0544 -0.7604  -0.06
C: -2.8340 1.9495 -0.4960  -0.01
C: 1.8031 0.7006 1.3087  -0.24
C: 1.8138 1.9968 0.5518  -0.04
C: 2.7801 2.2715 -0.3414  -0.02
C: 2.8545 3.4765 -1.1459  -0.22
C: 3.9314 3.6376 -2.0497  -0.03
C: 4.0268 4.7713 -2.8495  -0.07
C: 3.0503 5.7772 -2.7641  -0.07
C: 1.9862 5.6366 -1.8622  -0.07
C: 1.8817 4.4995 -1.0582  -0.03
H: 4.4852 0.8973 3.4161  0.10
H: 3.7334 2.3006 2.5920  0.09
H: 2.8193 1.4108 3.8322  0.10
H: 3.3368 -1.6156 -0.2467  0.17
H: 1.5761 -3.2773 0.4151  0.11
H: 3.0764 -3.4606 1.3639  0.14
H: 3.2220 -2.8224 3.6778  0.12
H: 2.0405 -2.3974 5.8218  0.11
H: -0.4176 -1.9345 5.8218  0.11
H: -1.6734 -1.9511 3.6563  0.11
H: -0.4869 -2.4673 1.5322  0.10
H: 0.7948 -1.4864 -1.1207  0.14
H: -0.5845 0.8278 0.4662  0.10
H: -1.2411 -0.5893 -2.2125  0.11
H: -2.7411 0.5935 -3.6395  0.13
H: -4.1475 2.5965 -4.1180  0.11
H: -4.7058 4.1885 -2.2699  0.11
H: -3.9325 3.7165 0.0563  0.11
H: -2.5163 1.7142 0.5228  0.12
H: 0.9752 0.7258 2.0413  0.16
H: 0.9650 2.6609 0.7250  0.11
H: 3.5790 1.5389 -0.5035  0.13
H: 4.6857 2.8484 -2.0994  0.11
H: 4.8619 4.8774 -3.5432  0.11
H: 3.1211 6.6637 -3.3955  0.11
H: 1.2310 6.4189 -1.7840  0.11
H: 1.0564 4.3910 -0.3519  0.10

Cartesian forces, eV/Å:
0.4 0.0 0.0
-1.5 0.4 0.0
0.1 -0.7 0.3
-0.2 -1.2 0.0
0.8 0.6 0.0
-0.7 -0.1 0.0
0.2 -0.1 0.0
-0.1 -0.3 0.0
0.1 0.2 -0.2
0.1 0.1 0.3
0.1 0.0 0.0
0.1 -0.3 0.0
0.1 0.2 0.3
0.1 0.2 -0.3
-0.1 0.5 0.0
0.0 0.4 0.2
0.4 -0.9 -0.2
0.7 0.4 0.8
-1.4 0.4 -0.8
0.5 0.2 -0.6
0.2 -0.1 0.2
-0.2 -0.4 0.1
0.0 0.1 0.0
-0.1 0.0 -0.1
0.1 0.0 -0.2
0.1 -0.1 0.0
0.2 0.2 0.2
-1.6 -0.3 -1.1
1.3 0.4 1.0
-0.8 0.5 -0.1
1.4 -0.3 0.0
-1.1 0.6 0.1
0.5 -0.1 0.4
-0.1 0.1 0.3
0.2 -0.4 -0.1
0.0 -0.2 0.0
0.1 -0.1 -0.6
0.2 -0.2 0.8
0.3 0.1 -0.7
-0.6 -0.4 0.7
0.2 1.1 -0.8
-0.5 -0.1 0.4
-0.3 0.3 0.0
0.1 -0.5 0.2
0.1 -0.2 0.0
0.5 -0.1 -0.3
-0.2 0.0 -0.1
0.1 -0.1 0.1
0.2 -0.1 -0.1
-0.1 -0.1 0.3
0.1 0.1 0.1
-0.2 0.1 -0.2
-0.4 0.1 0.1
-0.2 0.0 -0.2
0.1 -0.1 -0.3
0.3 -0.1 0.1
0.1 0.1 0.3
-0.1 0.2 0.3
0.1 -0.4 -0.5
0.1 0.6 0.1
0.0 0.3 0.2
0.1 0.0 0.4
0.2 -0.2 0.1
0.1 -0.2 -0.2
-0.1 0.3 -0.3
0.1 -0.2 -0.2
0.4 -0.1 0.0
-0.2 0.2 0.1
-0.2 0.3 -0.1
-0.2 0.0 0.2
0.0 -0.3 0.2
0.2 -0.2 0.0
0.2 0.2 -0.3

Calculated values
**Electronic energy**: -42791.1571 eV
**E_LUMO**: -0.1476 Eh
**Relative energy (zero: lowest compared OMol25 entry of this formula, charge and spin)**: 0.0 kcal per mole
**HOMO-LUMO gap**: 6.9 eV
**Total charge**: +1